DFT (wB97M-V/def2-TZVPD) results for the molecule H2N2O3 in a non-equilibrium geometry.

```
7
Properties=species:S:1:pos:R:3:forces:R:3:lowdin_charge:R:1
O -0.507852 0.721462 -0.243761 -1.58 0.09 -0.94 -0.1388
N 0.810588 0.593506 0.231688 1.77 0.62 -0.17 -0.1196
H 1.404211 1.336497 -0.346937 -2.03 -1.95 1.27 0.1788
O -2.480829 -0.275247 0.093763 2.21 0.70 -0.16 0.0788
H 0.757038 -1.381807 0.189212 2.00 2.52 -1.08 0.1375
N -1.335819 -0.360868 0.328983 -0.46 0.00 0.29 -0.0120
O 1.352662 -0.633544 -0.252948 -1.91 -1.98 0.81 -0.1248
```
Positions in Å, forces in eV/Å.

Output
**E_tot**: -9148.833 eV
**HOMO (spin up / spin down)**: -9.7 / -9.7 eV
**Strongest force on any atom**: 3.39 eV Å⁻¹
**Lowest unoccupied orbital energy (spin up / spin down)**: -0.43 / -0.43 eV
**Relative energy (zero: lowest compared OMol25 entry of this formula, charge and spin)**: 135.57 kJ/mol
**Total charge**: 0